This record from the Open Molecules 2025 dataset describes a 3-piece molecular cluster, C27H35FN2O7P2S2 overall. The level of theory is wB97M-V/def2-TZVPD.

```
! RIJCOSX wB97M-V def2-TZVPD def2/J DEFGRID3
* xyz 0 1
C 3.2939 -2.5781 3.0822
C 2.3677 -2.2637 1.7965
C 0.9193 -1.6814 2.2288
F 0.6379 -1.8789 3.6525
C 0.8662 -0.1078 1.9163
C 1.9956 0.7677 2.5097
C 1.9576 2.3068 2.1715
O 3.0519 3.0805 2.7040
C 3.7060 3.6387 1.5630
O 3.8857 4.8932 1.5606
C 4.2812 2.8328 0.3219
C 5.8429 2.9156 0.1107
C 6.4593 2.1884 -1.1121
C 5.6266 1.3808 -2.1637
C 4.1006 1.2690 -1.9420
C 3.4683 2.0096 -0.7017
C 0.8025 2.9320 1.3123
C -0.3110 1.9730 0.7424
C -0.3068 0.4508 1.0205
N -1.2597 -0.5556 0.5112
C -0.6678 -1.0680 -0.7780
C -2.6190 -0.0286 0.2957
C -3.7887 -1.0740 0.4708
P -3.3061 -2.8673 0.9300
N -4.7266 -3.7840 1.4236
O -2.8292 -3.5383 -0.6120
C -5.2888 -0.7285 0.2582
C -5.6308 0.7277 -0.1591
C -4.5107 1.8183 -0.3599
P -5.1146 3.5091 -0.9122
O -3.9200 4.5320 -1.5408
O -6.0325 4.1761 0.3515
S -6.3801 3.1795 -2.3911
C -3.0170 1.4110 -0.1193
S -1.6583 2.6439 -0.3228
H 4.3843 -2.4901 2.7309
H 3.1571 -1.8338 3.9378
H 3.1169 -3.6565 3.4106
H 2.2464 -3.1740 1.1151
H 2.8873 -1.4385 1.1897
H 0.1418 -2.2948 1.6646
H 2.8353 0.3294 3.1559
H 6.4548 3.5245 0.8738
H 7.5936 2.2469 -1.3107
H 6.1512 0.8941 -3.0660
H 3.4063 0.6780 -2.6474
H 2.3392 1.9046 -0.5948
H 0.8207 4.0550 1.1168
H 0.4148 -0.6727 -0.8389
H -1.2618 -0.6919 -1.6834
H -0.6174 -2.2243 -0.7607
H -5.3746 -3.9780 0.6377
H -4.3467 -4.7054 1.7276
H -3.0315 -2.9041 -1.3355
H -6.0657 -1.5671 0.3906
H -6.7432 0.9665 -0.3334
H -3.3962 4.0928 -2.2675
H -6.5136 4.9912 0.0563
C 0.9496 -7.2451 2.0651
C 1.0450 -5.7325 2.0534
O 1.9042 -5.3021 1.0025
H 1.9388 -7.6907 2.1977
H 0.2969 -7.5888 2.8711
H 0.5578 -7.6156 1.1131
H 1.4565 -5.3681 2.9969
H 0.0587 -5.2797 1.9091
H 1.5292 -5.6203 0.1701
C -0.5650 3.1363 -5.0690
C -1.6535 4.1110 -4.6679
O -2.0455 3.8801 -3.3180
H -0.9143 2.1060 -4.9617
H -0.2584 3.2988 -6.1048
H 0.3104 3.2455 -4.4218
H -2.5332 3.9842 -5.3018
H -1.3069 5.1446 -4.7614
H -1.2642 4.0026 -2.7607
*
```

Values from the calculation:
LUMO (eV): -0.80
SMILES: CC[C@@H](F)c1cc(OC(=O)c2ccccc2)cc2c1N(C)c1c(P(N)O)ccc(P(O)(O)=S)c1S2.CCO.CCO
DFT total energy (eV): -88833.341
Frontier orbital gap (eV): 7.46